(1)
The following is a DFT calculation (wB97M-V/def2-TZVPD) of a 12-piece molecular cluster, C14H52N8O12 overall at a distorted geometry.

Geometry as XYZ:
```
86
Properties=species:S:1:pos:R:3:forces:R:3
C 0.2189 0.2877 0.3733 -0.4088 0.4137 -0.3383
O -1.0952 -0.1607 0.0489 0.0568 0.0887 -0.3749
H 0.1752 1.3625 0.2108 0.1562 0.0570 0.0433
H 0.5106 0.1318 1.4123 -0.0754 -0.3063 0.0022
H 0.9739 -0.0927 -0.3191 0.0458 -0.2838 0.1144
H -1.2382 -1.0842 0.2886 0.2767 0.2148 0.3983
C 3.3552 -1.4741 -2.3230 1.4314 0.5547 -0.7409
O 3.8521 -0.1093 -2.2976 -0.1450 -0.6050 0.0464
H 3.0631 -1.7660 -1.3181 -0.4526 -0.0278 -0.1744
H 2.6274 -1.5579 -3.1298 -0.4975 -0.0603 0.5012
H 4.2071 -2.0786 -2.6480 -0.2120 -0.4099 0.3001
H 4.6988 -0.1390 -2.7472 0.0306 0.3347 -0.0482
C 0.5679 -5.0463 2.5308 -0.9281 0.5012 -0.1099
O 0.3039 -3.6853 2.8176 0.5199 0.0717 0.4795
H -0.4005 -5.5010 2.2910 0.2501 -0.4590 -0.3374
H 1.2951 -5.1641 1.7237 -0.0144 -0.1329 -0.0747
H 0.9302 -5.5554 3.4213 0.1558 0.2539 0.1015
H 0.0494 -3.2186 2.0100 0.2913 -0.4227 0.0192
C 1.9572 4.2657 -1.6057 0.0269 0.2837 0.8619
O 0.9891 3.2642 -1.2438 0.1542 0.5245 -0.7839
H 1.6340 5.2461 -1.2492 -0.0949 0.0408 -0.1088
H 2.8579 4.0291 -1.0456 0.1439 -0.0480 -0.2138
H 2.1781 4.3332 -2.6706 -0.1097 -0.3005 -0.0836
H 0.1921 3.5092 -1.7277 -0.1660 -0.2929 0.2412
C -3.0325 0.2512 -2.5015 0.1367 -0.8028 0.7580
O -3.9709 0.6147 -1.4924 -0.1285 -0.0406 -0.1631
H -2.2002 0.9595 -2.4922 0.0693 -0.1445 -0.2485
H -2.6906 -0.7579 -2.2426 0.4439 0.1675 -0.1822
H -3.4546 0.1242 -3.5001 -0.3897 0.5850 0.1439
H -3.7730 0.0617 -0.7192 -0.0826 0.0690 -0.0007
C 0.7181 3.3808 2.5952 1.3090 0.0656 1.3290
O 1.5888 2.9247 3.6375 0.1635 -0.4869 -0.3220
H 1.3432 3.9367 1.8848 -0.4008 -0.1295 -0.4256
H 0.2310 2.5027 2.1768 -0.4361 0.3836 -0.3375
H 0.0610 4.0867 3.1008 -0.4941 -0.1924 -0.4243
H 2.2791 2.4018 3.1711 -0.3198 0.5462 0.4996
C 0.1103 -3.1024 -1.0139 -0.5917 -1.2959 -0.1861
O -0.1804 -2.9115 0.1696 0.2450 0.1989 -0.4782
N -0.1961 -2.2555 -2.0205 0.2075 0.0094 1.1395
N 0.6322 -4.3064 -1.4316 0.4115 -0.0918 0.1122
H -0.6878 -1.4125 -1.7379 0.3729 0.2270 -0.4796
H 0.1618 -2.4827 -2.9229 -0.3197 0.4729 -0.4748
H 1.0248 -4.4670 -2.3388 -0.1708 0.2665 -0.2436
H 0.6345 -5.1215 -0.8455 0.0274 0.3588 0.4827
C 3.8833 1.4990 1.0459 -0.7922 1.7131 -0.2140
O 3.5911 2.0850 2.0887 0.4126 -0.5915 -0.5352
N 5.0428 0.8159 0.8919 0.3932 -0.7580 -0.1591
N 3.1563 1.6122 -0.1168 0.5462 -0.7693 0.2899
H 5.2257 0.3305 0.0344 0.1158 0.0799 -0.0668
H 5.7785 0.8794 1.5682 -0.2171 -0.0090 0.2664
H 2.3158 2.1638 -0.2089 0.0035 -0.2945 0.4722
H 3.4012 0.9699 -0.8645 -0.2640 0.4819 -0.0364
C -3.8576 -2.2394 1.1843 1.0739 0.3905 -0.1052
O -3.6350 -1.0270 1.2492 -0.3208 -0.6227 -0.1728
N -5.0986 -2.7698 1.2764 0.2100 0.8160 -0.0468
N -2.8509 -3.1493 1.0179 0.3294 -0.1401 -0.0888
H -5.7917 -2.0705 1.4874 -0.4017 -0.5857 -0.0946
H -5.2289 -3.7539 1.1858 -0.5488 -0.1079 0.2081
H -1.8745 -2.8797 0.9811 -0.5465 0.1600 -0.0221
H -3.0078 -4.1115 0.7840 -0.2879 -0.0609 0.1360
C -3.2774 3.5575 1.1260 0.4285 0.6198 1.0634
O -3.3487 4.6074 1.7650 -0.0133 -0.4320 -0.7334
N -2.0835 2.9629 0.8001 -0.5300 -0.3539 -0.4154
N -4.3658 2.8214 0.7752 0.3556 0.5026 0.2565
H -1.2325 3.4897 0.7918 -0.0043 0.0986 0.1494
H -2.1529 2.0983 0.2876 0.4911 -0.0484 -0.0370
H -4.2388 1.9890 0.2316 -0.5674 -0.0030 -0.2502
H -5.2375 3.2756 0.9709 -0.2212 -0.4005 -0.1591
C 1.1385 0.6846 -4.1344 -0.0012 -0.2854 -0.2060
C 0.2620 1.6672 -4.9207 2.4568 0.2047 -0.3636
O 0.0241 1.1590 -6.2265 -1.1703 -0.5156 0.2025
H 2.1080 0.5229 -4.6145 -0.0316 0.3879 -0.1980
H 0.7035 -0.3182 -4.1511 -0.3482 0.1227 0.3800
H 1.3656 1.0334 -3.1248 -0.2957 -0.1240 0.0803
H 0.9032 2.5428 -5.0868 -0.3794 0.3323 0.5230
H -0.6162 1.9767 -4.3601 -0.4056 -0.2821 -0.4113
H 0.6393 1.5388 -6.8506 0.1284 0.1786 0.0343
C -1.2270 -0.8043 3.6893 0.1757 -0.1109 0.3365
C -0.0946 -0.6930 4.7181 -0.1889 0.5416 -1.3413
O 0.1753 -1.8984 5.4016 -0.1100 0.1566 0.2927
H -2.1559 -1.1329 4.1554 -0.0919 0.2019 -0.0144
H -1.0231 -1.5086 2.8836 0.2370 -0.1115 0.1106
H -1.3415 0.1761 3.2236 -0.3234 0.0341 0.0771
H -0.3333 0.1411 5.3814 -0.0434 -0.2685 0.4208
H 0.7682 -0.3348 4.1460 0.2880 -0.1759 0.2154
H 1.0895 -2.1325 5.2376 -0.0287 -0.1275 -0.0625
```
Positions in Å, forces in eV/Å.

Output
Kohn-Sham gap	8.4	eV
total energy	-51852.8788	eV
SMILES string	NC(N)=O.NC(N)=O.NC(N)=O.NC(N)=O.CCO.CCO.CO.CO.CO.CO.CO.CO
E_HOMO	-8.7	eV
energy relative to the best compared isomer or geometry (same formula, charge and spin)	11.2	kcal per mole
net charge	0



(2)
The following is a DFT calculation (wB97M-V/def2-TZVPD) of a 14-piece molecular cluster, C14H56N28O14 overall at a distorted geometry.

Geometry as XYZ:
```
112
Properties=species:S:1:pos:R:3:forces:R:3
C -0.3423 0.1416 -4.1452 2.0970 2.2390 -0.4183
O 0.5967 0.9301 -3.9480 -0.4495 -0.7413 0.7742
N -0.4592 -0.4348 -5.3474 -0.9245 -1.5911 -1.4445
N -1.3369 -0.1384 -3.2948 -0.4370 -0.3460 0.1018
H 0.2118 -0.3169 -6.0855 0.2564 0.3093 0.3941
H -1.0218 -1.2686 -5.4144 0.0073 0.0924 -0.1253
H -2.2139 -0.3220 -3.7582 -0.3212 -0.2005 0.7665
H -1.2820 0.2484 -2.3674 -0.2324 0.0070 -0.0030
C -0.6674 -4.0187 -2.1498 0.1973 0.0465 0.7994
O -0.2198 -3.0128 -1.5813 -0.3153 0.5284 -0.3433
N -0.2342 -5.2195 -1.7698 0.7217 -1.4947 0.5649
N -1.5929 -4.0225 -3.1115 -0.0701 1.2533 -0.5953
H 0.4242 -5.2161 -1.0086 -0.1299 -0.1026 0.0519
H -0.6921 -6.0759 -2.0280 0.1224 0.0564 -0.0360
H -2.1001 -4.8388 -3.3973 0.0284 0.1036 -0.0615
H -1.8888 -3.0902 -3.3672 -0.5829 -0.2414 -0.2754
C -2.5986 -4.0704 2.2206 -2.5376 0.0912 -0.5954
O -3.3556 -4.4109 1.3029 0.7638 -0.1923 0.1326
N -2.8388 -4.4037 3.5144 0.6950 -0.2930 -0.4480
N -1.6262 -3.1619 2.0735 0.7181 -0.1512 -0.2692
H -2.4451 -3.7528 4.1704 -0.5090 -0.5497 0.7439
H -3.5955 -5.0491 3.6558 -0.0104 0.3016 0.5278
H -0.9415 -3.1303 2.8104 0.4021 0.4996 -0.4954
H -1.4567 -2.8747 1.1230 0.5152 0.1264 0.2163
C -3.9255 0.9862 -0.0297 -0.6518 1.7656 0.4812
O -3.2161 0.7622 0.9443 -0.1192 -0.2010 -0.3686
N -5.2757 0.9673 -0.0119 -1.2530 -0.6616 -0.3328
N -3.5227 1.5578 -1.2097 0.5755 -1.1984 0.6886
H -5.6961 1.0420 -0.9196 -0.4953 0.0668 0.1672
H -5.8971 0.7344 0.7428 0.5934 -0.3184 0.2274
H -2.6256 1.9958 -1.2225 0.3150 -0.8223 -0.0685
H -4.2120 1.7121 -1.9196 0.3658 0.3660 -0.3324
C 2.6008 -3.6473 0.6517 2.3267 0.3866 1.2527
O 2.4632 -2.4595 0.8995 -0.9279 -0.6001 -0.8905
N 1.7651 -4.6606 0.9873 -1.5010 0.4525 -0.0752
N 3.8047 -4.1234 0.2199 -0.1524 -0.5329 -0.6714
H 2.0180 -5.6258 0.8901 0.0357 0.0383 0.2579
H 1.0176 -4.3884 1.6042 -0.1434 -0.3348 -0.1382
H 3.8679 -5.1152 0.0752 0.6001 0.1256 -0.1477
H 4.5924 -3.5188 0.0703 -0.1366 0.0259 0.0129
C -2.2742 4.8037 -2.9678 -1.9731 -1.9946 -1.8398
O -3.4846 5.0006 -3.1578 0.9229 0.7517 0.6642
N -1.3198 5.1569 -3.8310 1.3878 2.4259 -1.6472
N -1.8712 3.7782 -2.2067 -0.0998 -1.3975 2.1660
H -0.3306 5.1098 -3.6511 -0.1170 -0.4021 0.3836
H -1.5313 5.8693 -4.5145 -0.3006 -0.0122 0.2631
H -2.6208 3.2805 -1.7466 0.3803 1.4559 -0.1774
H -0.9495 3.6124 -1.8334 0.0837 0.2571 -0.1876
C -2.3346 5.8054 0.9559 0.1901 1.5613 0.4942
O -1.4114 6.4472 1.4435 -0.5294 0.7689 -0.4578
N -2.2471 4.4791 0.9073 -0.3021 -1.4673 -0.3559
N -3.5238 6.2737 0.4225 1.3732 -0.2882 0.7120
H -3.1258 3.9915 0.9602 0.5281 -0.7039 0.1195
H -1.3591 4.1182 1.2130 -0.4026 -0.5630 0.1086
H -4.0598 5.5532 -0.0235 -0.5889 0.7022 -0.3143
H -3.7938 7.2243 0.5929 -0.2425 -0.1341 -0.2670
C 0.0591 0.9126 0.0812 2.2227 -0.5769 0.9381
O -0.2828 2.0613 0.4346 -0.1329 -1.0506 -0.6924
N -0.8190 -0.0823 -0.1500 -2.4492 1.1635 -0.3246
N 1.3278 0.3999 -0.0285 -0.9405 0.8881 -0.0114
H -0.5918 -1.0599 -0.1119 0.4026 0.1105 0.0317
H -1.7314 0.2573 0.1678 -0.0772 -0.9316 -0.2193
H 1.3264 -0.2259 -0.8151 1.0293 -0.2090 0.1830
H 2.1146 0.9335 0.3327 0.0010 0.3602 -0.6737
C 6.5531 2.0064 2.3203 -0.6781 1.5669 -0.3397
O 6.3797 3.2018 2.5963 0.0613 -1.0150 0.1717
N 5.8633 1.3711 1.3446 0.4810 -0.2900 -0.6454
N 7.4078 1.2218 3.0012 1.4665 -0.5928 0.9386
H 6.3019 0.5657 0.9342 -0.4492 -0.1183 -0.0359
H 4.9340 1.6679 1.0627 0.1629 0.4132 -0.2499
H 7.6820 0.2941 2.7270 -0.4352 0.0081 -0.2319
H 8.0565 1.6382 3.6491 -0.2235 0.3554 -0.1199
C 3.3808 -2.1775 -3.5869 1.8273 1.9704 -0.4130
O 4.0124 -1.7409 -4.5427 -0.4828 -0.6297 -0.4258
N 2.3819 -1.4943 -3.0135 -1.2149 0.5289 0.0185
N 3.7925 -3.2276 -2.8544 0.0404 -1.7551 0.9559
H 2.0106 -0.7096 -3.5319 -0.1215 0.1062 0.2035
H 1.8784 -1.8715 -2.2279 -0.3159 -0.0277 -0.2225
H 3.4417 -3.2481 -1.9108 0.1961 -0.3092 -0.0595
H 4.7233 -3.5828 -2.9901 -0.0743 0.1627 -0.2292
C 2.7644 3.3509 1.5916 -1.2260 1.0324 -0.2983
O 3.0111 2.3498 0.9016 0.9595 -0.4252 0.3903
N 3.6534 4.0430 2.2981 1.6798 -0.6120 0.2168
N 1.5197 3.8566 1.6150 -1.0595 -0.3024 -0.6044
H 3.5343 5.0021 2.5652 -0.2254 -0.1055 0.0394
H 4.5954 3.6544 2.2960 0.1358 0.5587 0.2129
H 1.2319 4.6775 2.1167 0.2029 -0.0367 0.0733
H 0.8424 3.3275 1.0664 0.0873 0.2200 0.2196
C -4.1580 -2.1774 -2.1307 0.6070 -0.0091 -1.5854
O -3.8663 -1.7951 -3.2725 0.2365 0.0502 0.5193
N -3.2698 -2.4422 -1.1389 -1.1626 0.3941 0.1110
N -5.4444 -2.4643 -1.8154 -0.0638 -0.0370 0.7648
H -2.2819 -2.2772 -1.2582 0.0112 -0.1932 -0.0734
H -3.6683 -3.0535 -0.4402 1.0050 -0.1233 0.5067
H -5.6463 -2.5697 -0.8355 -0.5750 -0.1094 -0.2170
H -6.1535 -2.4088 -2.5229 0.0212 0.0963 0.1296
C -1.2273 0.5815 3.9856 0.9342 0.7413 2.9322
O -1.0649 0.5203 5.2028 -0.4778 -0.4368 -0.4106
N -1.5624 -0.4669 3.1987 -0.0366 -0.0348 -1.3349
N -0.9805 1.7152 3.3000 -0.3515 0.0403 -1.4085
H -1.9620 -0.1030 2.3442 -0.3488 -0.9329 -0.1375
H -1.9629 -1.3000 3.5825 -0.1685 0.3246 0.2663
H -1.1159 1.6521 2.2964 0.1993 0.7389 0.2205
H -0.9660 2.6138 3.7455 0.1570 -0.2032 0.2080
C 2.9907 -0.2416 3.7664 0.2347 1.1543 1.6428
O 2.9407 0.0632 4.9672 0.1888 -0.5978 -1.1060
N 4.0178 0.1417 2.9549 0.2126 -0.4947 0.5717
N 2.0491 -0.9272 3.1120 -0.6411 -0.4224 -0.1867
H 3.8769 0.1666 1.9648 0.2110 0.1825 0.0754
H 4.7877 0.5919 3.4140 -0.0896 0.1761 -0.2794
H 1.2365 -1.1766 3.6501 -0.0592 0.0327 -0.3061
H 2.2307 -1.2300 2.1587 -0.6405 -0.0636 0.6111
```
Positions in Å, forces in eV/Å.

Output
Kohn-Sham gap	8.3	eV
total energy	-85827.9214	eV
E_HOMO	-8.6	eV
energy relative to the best compared isomer or geometry (same formula, charge and spin)	105.8	kcal per mole
net charge	0